A single C6H8BrClN2 molecule, computed with ωB97M-V/def2-TZVPD.

CARTESIAN COORDINATES (ANGSTROEM)
C 0.47 0.60 -1.93
C 0.22 0.53 1.00
C -0.54 -0.32 -1.30
C -0.92 0.17 0.21
C 2.18 0.38 -0.43
C -1.67 -0.92 1.00
N 1.65 0.92 -1.43
N 0.41 0.81 2.18
Cl 3.34 1.18 0.62
Br 2.21 -1.59 -0.38
H 0.18 1.22 -2.75
H -1.47 -0.24 -1.94
H -0.20 -1.32 -1.11
H -1.64 1.10 0.06
H -1.80 -1.71 0.38
H -2.60 -0.57 1.26
H -1.13 -1.19 2.00
H 1.30 0.96 2.56

- E: -3376.9499 hartree
- LUMO level (alpha / beta): 0.26 / -1.28 eV
- Energy relative to the best compared isomer or geometry (same formula, charge and spin): 0.000 eV
- Spin multiplicity: 3
- Strongest force on any atom: 3.850 eV/Å
- HOMO level (alpha / beta): -6.3 / -10.3 eV
- <S²>: 2.0174
- HOMO-LUMO gap (alpha / beta): 6.5 / 9.0 eV

Results of the Mulliken charge analysis, in e, for atoms 1 through 8: atom 1 (C): -0.274, atom 2 (C): -0.264, atom 3 (C): -1.053, atom 4 (C): 0.978, atom 5 (C): 0.450, atom 6 (C): -1.382, atom 7 (N): -0.466, atom 8 (N): -0.578